Record 1
C29H50CoFN6O6PSeSi2 as an isolated structure at a distorted geometry. Source: OMol25; level of theory: ωB97M-V/def2-TZVPD.

Each line ends with the Mulliken spin population.
Element x y z (Å)
Co: -0.47654 -0.63514 -0.19706  2.447
C: -2.17624 -3.55014 3.19031  -0.001
Si: -1.44439 -1.94498 3.84176  -0.002
C: -2.77115 -0.61536 4.00670  -0.001
C: -0.72494 -2.25968 5.55262  0.000
C: -0.04093 -1.45959 2.53728  0.053
Si: 1.74245 -0.88395 3.02021  0.001
C: 2.17760 0.64867 2.01223  0.017
C: 2.87865 -2.33230 2.64807  0.001
C: 1.89294 -0.40375 4.84129  -0.001
H: -2.95679 -3.92261 3.85669  -0.001
H: -1.40677 -4.32196 3.12013  0.001
H: -2.61517 -3.41550 2.20025  0.000
H: -3.60305 -1.01323 4.59152  0.000
H: -3.16343 -0.30315 3.04169  0.000
H: -2.40975 0.27512 4.52566  0.002
H: -1.52314 -2.64829 6.18983  0.000
H: -0.33903 -1.35728 6.02511  0.000
H: 0.07295 -3.00396 5.53338  0.000
H: 0.07488 -2.43114 2.02729  0.016
H: 1.83568 0.53813 0.98226  -0.019
H: 3.25710 0.80669 1.99005  0.000
H: 1.71700 1.54633 2.43405  -0.002
H: 2.78953 -2.64461 1.60529  -0.001
H: 2.65055 -3.19324 3.28067  0.000
H: 3.92164 -2.06239 2.82370  0.001
H: 1.14883 0.33775 5.14398  0.000
H: 2.87837 0.03601 5.01391  0.000
H: 1.80352 -1.26502 5.50258  0.000
O: -1.73673 -0.87089 1.02116  0.141
N: -0.60520 -0.53771 1.59544  0.047
O: 1.71743 -2.70294 -2.08751  0.015
C: 1.72179 -1.53190 -1.77506  0.008
O: 1.23912 -1.07297 -0.63521  0.109
C: 2.32233 -0.48211 -2.67000  -0.007
C: 2.89834 -0.88190 -3.86864  -0.001
C: 3.42008 0.04387 -4.77098  0.000
C: 3.32658 1.36983 -4.42285  0.000
O: 3.72922 2.46529 -5.13087  0.000
C: 3.34809 3.60225 -4.36834  0.000
O: 2.79454 3.14483 -3.13759  0.000
C: 2.75971 1.77371 -3.22057  -0.006
C: 2.25412 0.87448 -2.32149  -0.004
H: 2.93119 -1.93927 -4.09267  0.000
H: 3.87419 -0.25736 -5.70483  0.000
H: 2.59776 4.18081 -4.91667  0.000
H: 4.22318 4.22536 -4.17049  0.000
H: 1.79670 1.19405 -1.39830  0.016
C: -4.18923 -0.87408 -1.36131  -0.007
N: -3.70196 -1.04411 -2.71812  -0.001
C: -4.75896 -1.23706 -3.70109  0.000
P: -2.17543 -1.62679 -3.02802  -0.001
O: -1.29625 -1.45676 -1.83444  0.060
N: -1.73048 -0.82083 -4.40555  0.002
C: -1.91077 0.62845 -4.44716  0.000
C: -0.50865 -1.25987 -5.08071  -0.001
N: -2.13677 -3.21857 -3.48441  0.001
C: -2.76620 -3.70796 -4.69865  0.000
C: -1.75287 -4.24548 -2.52418  -0.001
H: -4.85079 -0.00458 -1.32524  0.000
H: -3.36074 -0.70004 -0.68589  0.007
H: -4.75285 -1.74864 -1.01553  0.000
H: -5.42803 -0.37351 -3.69020  0.000
H: -5.35274 -2.13224 -3.48533  0.000
H: -4.32979 -1.32551 -4.69647  0.000
H: -2.78665 0.91277 -3.86935  0.000
H: -2.05090 0.94318 -5.48328  0.000
H: -1.04227 1.15130 -4.03356  0.000
H: -0.32386 -2.31306 -4.88392  0.000
H: 0.36175 -0.69287 -4.73746  0.001
H: -0.61590 -1.11274 -6.15785  0.000
H: -2.84969 -2.90543 -5.42841  0.000
H: -3.76222 -4.12215 -4.51039  0.000
H: -2.14789 -4.49862 -5.13003  0.000
H: -1.19950 -3.78681 -1.70980  0.000
H: -1.09892 -4.97265 -3.00977  0.000
H: -2.62330 -4.77432 -2.12027  0.000
F: -0.60449 1.08760 -0.95026  0.163
C: 1.13348 4.22785 0.48835  0.004
N: 0.77720 3.94398 1.86989  0.041
C: -0.27499 3.20897 2.27186  -0.061
Se: -1.57308 2.45478 1.21311  0.865
N: -0.20899 3.08825 3.61454  0.028
C: 0.89145 3.76415 4.09690  0.025
C: 1.38232 3.94769 5.38195  -0.004
C: 2.53605 4.69650 5.49899  0.016
C: 3.17421 5.24502 4.37755  0.015
C: 2.68645 5.06317 3.09859  -0.004
C: 1.52707 4.30729 2.97478  0.017
H: 0.54249 3.60201 -0.17595  0.003
H: 2.18823 4.00492 0.33702  0.001
H: 0.95014 5.27602 0.25467  0.001
H: -0.87827 2.56503 4.15672  -0.002
H: 0.88061 3.52503 6.24193  0.000
H: 2.95572 4.86497 6.48115  0.001
H: 4.07149 5.83160 4.51838  0.001
H: 3.18197 5.49528 2.24023  -0.001

Atoms 1-6, force components in eV/Å:
Co 0.967 0.516 -4.518
C 0.052 0.285 0.046
Si -0.042 -0.256 0.282
C 0.310 -0.053 -0.185
C -0.027 0.049 -0.277
C -0.100 -0.140 0.210

Values from the calculation:
Molecular weight: 822.8 g mol⁻¹
LUMO (alpha / beta): -3.4 / -5.5 eV
Energy relative to the best compared isomer or geometry (same formula, charge and spin): 40.4 kcal/mol
Net charge: +1
Orbital gap (alpha / beta): 6.41 / 4.35 eV
2S+1: 5

Record 2
A 7-piece molecular cluster, C29H50NO16PS2Si overall at a distorted geometry. Source: OMol25; level of theory: ωB97M-V/def2-TZVPD.

Each line ends with the Löwdin charge.
Element x y z (Å)
C: 2.55147 -2.76652 3.59993  -0.212
Si: 3.17853 -2.11308 1.89857  0.565
C: 4.66837 -3.23468 1.28141  -0.199
C: 3.85033 -0.27842 2.08076  -0.202
C: 1.87283 -2.14091 0.48428  -0.353
O: 1.53699 -3.40821 -0.19256  -0.269
S: 0.47688 -2.80585 -1.43266  0.854
O: -0.57020 -3.77476 -2.03384  -0.308
O: 1.50889 -2.61729 -2.60319  -0.347
O: -0.09646 -1.33388 -0.70555  -0.316
C: 0.39714 -1.44949 0.70694  -0.612
N: 0.37939 0.01511 1.12766  0.086
P: -0.98273 -2.61515 1.43593  0.478
S: -2.65546 -2.03024 0.54681  0.164
H: 1.37990 -2.83013 3.70438  0.020
H: 3.01775 -3.84058 3.80504  0.069
H: 3.03999 -2.06078 4.42700  0.067
H: 4.34267 -4.35358 1.39378  0.049
H: 5.58915 -3.00460 1.97842  0.059
H: 4.90536 -3.02790 0.13927  0.050
H: 2.96221 0.46174 2.27401  0.030
H: 4.42798 0.00006 1.07721  0.052
H: 4.64102 -0.32399 2.95241  0.062
H: 2.35967 -1.47548 -0.37553  0.146
H: 0.77640 0.09866 2.08911  0.080
H: -0.59151 0.39728 1.08280  0.077
H: -0.78311 -4.00027 0.98937  0.023
H: -1.10052 -2.51693 2.87159  -0.023
O: 0.83832 -4.13068 5.43662  0.077
C: -0.34735 -3.93539 5.64692  -0.451
O: -1.31727 -3.98167 4.68706  -0.022
C: -2.56486 -3.59763 5.26309  -0.171
C: -2.41133 -3.83928 6.74192  -0.165
C: -0.94603 -3.56732 6.97066  -0.081
H: -2.74695 -2.54308 5.03088  0.131
H: -3.37053 -4.19958 4.83279  0.135
H: -3.07220 -3.21661 7.35076  0.124
H: -2.62998 -4.88941 6.97091  0.126
H: -0.75449 -2.50887 7.16764  0.139
H: -0.54283 -4.19004 7.77257  0.134
O: 7.91035 -1.43229 1.20463  0.098
C: 7.61321 -1.21746 0.04113  -0.456
O: 6.33637 -1.23027 -0.44229  -0.025
C: 6.36943 -1.04814 -1.85704  -0.165
C: 7.69001 -0.38178 -2.14153  -0.164
C: 8.58432 -0.94940 -1.06849  -0.082
H: 6.28652 -2.02867 -2.33750  0.135
H: 5.52396 -0.42799 -2.16884  0.124
H: 8.05422 -0.56364 -3.15614  0.126
H: 7.59549 0.70242 -2.00515  0.124
H: 9.04285 -1.89273 -1.37784  0.139
H: 9.34686 -0.23052 -0.76003  0.133
O: 5.96124 0.25957 -6.53067  0.101
C: 5.25501 1.03430 -5.90680  -0.463
O: 5.72859 2.01629 -5.08485  0.021
C: 4.62950 2.65562 -4.43752  -0.173
C: 3.43607 2.37904 -5.31397  -0.170
C: 3.75642 1.02289 -5.88984  -0.085
H: 4.51746 2.22813 -3.43559  0.124
H: 4.82846 3.72733 -4.34543  0.129
H: 2.48721 2.41125 -4.77195  0.120
H: 3.38959 3.11936 -6.12191  0.123
H: 3.41249 0.21332 -5.24014  0.137
H: 3.35154 0.90937 -6.89811  0.133
O: -4.19730 2.41162 2.60555  0.074
C: -3.74623 2.72345 1.51584  -0.463
O: -3.12499 3.91003 1.25075  0.028
C: -2.82562 3.98088 -0.14249  -0.159
C: -2.80563 2.55181 -0.61820  -0.165
C: -3.83018 1.89344 0.27076  -0.079
H: -3.60285 4.57283 -0.63713  0.133
H: -1.85933 4.47270 -0.28748  0.126
H: -3.02194 2.45014 -1.68498  0.078
H: -1.81883 2.11176 -0.42954  0.118
H: -4.83907 1.97186 -0.14372  0.140
H: -3.57446 0.85095 0.47385  0.084
O: -7.70320 3.78555 0.05791  0.093
C: -7.98050 3.52086 1.21602  -0.455
O: -9.16461 2.97280 1.61813  0.027
C: -9.18788 2.90185 3.04298  -0.175
C: -7.74260 2.93111 3.46633  -0.163
C: -7.10399 3.78733 2.40215  -0.082
H: -9.75078 3.75940 3.42629  0.127
H: -9.68680 1.98080 3.35821  0.127
H: -7.59870 3.31351 4.48034  0.121
H: -7.32297 1.91863 3.42375  0.126
H: -7.15363 4.85089 2.65152  0.141
H: -6.07321 3.48258 2.20712  0.094
O: -3.97755 1.02372 -2.73833  0.101
C: -3.52647 1.33555 -3.82804  -0.437
O: -2.90523 2.52213 -4.09313  0.020
C: -2.60586 2.59298 -5.48637  -0.167
C: -2.58587 1.16391 -5.96208  -0.167
C: -3.61042 0.50554 -5.07312  -0.077
H: -3.38309 3.18493 -5.98101  0.131
H: -1.63958 3.08480 -5.63136  0.127
H: -2.80218 1.06224 -7.02886  0.122
H: -1.59907 0.72386 -5.77342  0.123
H: -4.61932 0.58396 -5.48760  0.139
H: -3.35470 -0.53695 -4.87003  0.136

Atoms 1-6, force components in eV/Å:
C 0.368 -0.305 0.891
Si 1.728 -0.526 0.476
C -0.143 -0.334 -0.284
C 0.211 0.003 -0.639
C -0.838 2.093 -1.250
O -2.378 2.133 -0.326

Values from the calculation:
Molecular weight: 791.9 g mol⁻¹
LUMO: -0.3 eV
Orbital gap: 8.31 eV